Entry 1:
C15H33Cl25O4P2 | ωB97M-V/def2-TZVPD

Atoms and positions in Å:
1 O -4.26 2.91 0.05
2 P -2.96 2.72 -0.60
3 O -2.18 4.12 -0.82
4 O -3.10 1.99 -2.02
5 P -1.51 1.51 0.50
6 Cl -2.39 -0.31 0.80
7 C -1.45 2.36 2.13
8 C -0.30 1.73 2.94
9 C 0.97 2.59 2.83
10 O 2.14 1.80 2.57
11 H -1.37 3.99 -1.33
12 H -2.38 2.30 -2.60
13 H -1.27 3.41 1.90
14 H -2.40 2.30 2.65
15 H -0.09 0.74 2.55
16 H -0.60 1.61 3.97
17 H 1.11 3.17 3.74
18 H 0.86 3.29 2.00
19 H 2.06 1.49 1.66
20 C -0.64 -2.74 4.22
21 Cl 0.77 -1.82 3.71
22 Cl -2.13 -2.19 3.42
23 H -0.49 -3.78 3.98
24 H -0.77 -2.61 5.29
25 C -2.12 3.84 -4.94
26 Cl -1.68 3.85 -6.65
27 Cl -0.72 3.43 -3.91
28 H -2.47 4.83 -4.66
29 H -2.89 3.10 -4.78
30 C 2.43 1.79 -5.70
31 Cl 2.30 1.23 -4.02
32 Cl 3.12 0.54 -6.75
33 H 1.44 2.04 -6.06
34 H 3.08 2.65 -5.72
35 C 0.56 1.28 7.60
36 Cl 0.82 2.89 6.90
37 Cl 0.28 0.06 6.35
38 H 1.44 1.00 8.16
39 H -0.31 1.33 8.24
40 C 2.94 5.19 -0.15
41 Cl 3.15 6.01 1.40
42 Cl 1.46 4.21 -0.17
43 H 2.87 5.93 -0.94
44 H 3.79 4.53 -0.31
45 C 2.97 -2.53 8.62
46 Cl 3.12 -0.95 9.41
47 Cl 2.50 -2.39 6.93
48 H 3.92 -3.03 8.68
49 H 2.21 -3.10 9.15
50 C 0.41 -2.10 -6.40
51 Cl -1.19 -1.39 -6.70
52 Cl 0.31 -3.51 -5.34
53 H 0.83 -2.41 -7.35
54 H 1.03 -1.36 -5.93
55 C 1.08 -1.72 -1.23
56 Cl 1.12 -0.09 -0.53
57 Cl 0.47 -1.67 -2.89
58 H 2.08 -2.13 -1.22
59 H 0.41 -2.33 -0.63
60 C -3.42 -2.96 -9.22
61 Cl -4.76 -2.05 -9.93
62 Cl -3.75 -4.70 -9.19
63 H -2.53 -2.79 -9.81
64 H -3.26 -2.62 -8.20
65 C 1.08 -6.81 5.15
66 Cl 1.25 -5.20 5.87
67 Cl 0.59 -6.71 3.46
68 H 2.04 -7.31 5.21
69 H 0.32 -7.36 5.70
70 C 1.17 4.74 -9.06
71 Cl 2.24 4.04 -7.84
72 Cl 1.53 4.12 -10.67
73 H 0.15 4.49 -8.81
74 H 1.31 5.81 -9.06
75 C -2.47 -6.88 7.02
76 Cl -2.27 -5.30 6.25
77 Cl -2.68 -8.17 5.84
78 H -1.58 -7.09 7.61
79 H -3.34 -6.84 7.67

## Properties
Lowest unoccupied orbital energy, hartree: 0.005
HOMO, eV: -8.50

---

Entry 2:
C15H33N2O2S | ωB97M-V/def2-TZVPD

Atoms and positions in Å:
1 N -4.68 -4.80 -0.50
2 C -5.34 -3.89 -1.34
3 O -6.11 -3.06 -0.92
4 O -5.16 -4.05 -2.68
5 C -3.85 -4.17 -3.23
6 C -3.05 -2.87 -3.09
7 C -2.09 -2.79 -1.89
8 S -2.61 -1.64 -0.58
9 H -4.16 -5.50 -1.01
10 H -4.06 -4.33 0.15
11 H -4.01 -4.40 -4.28
12 H -3.31 -5.02 -2.79
13 H -3.78 -2.05 -3.05
14 H -2.46 -2.73 -4.01
15 H -1.98 -3.76 -1.39
16 H -1.10 -2.50 -2.23
17 H -2.92 -0.60 -1.37
18 C 3.71 4.00 0.70
19 C 2.59 3.64 1.68
20 C 2.78 2.28 2.34
21 C 2.72 1.02 1.49
22 N 1.45 0.67 0.73
23 C 1.31 1.43 -0.56
24 C 2.35 0.84 -1.49
25 C 2.44 -0.65 -1.09
26 C 1.65 -0.76 0.22
27 C 0.19 0.68 1.57
28 C -0.54 2.01 1.79
29 C -0.47 2.63 3.19
30 H 3.86 3.22 -0.05
31 H 3.48 4.92 0.16
32 H 4.65 4.15 1.22
33 H 1.62 3.72 1.18
34 H 2.56 4.39 2.47
35 H 2.12 2.17 3.19
36 H 3.79 2.26 2.76
37 H 2.88 0.17 2.16
38 H 3.52 1.00 0.76
39 H 0.29 1.24 -0.91
40 H 1.44 2.49 -0.39
41 H 3.31 1.34 -1.36
42 H 2.06 0.98 -2.53
43 H 3.47 -0.97 -0.97
44 H 1.99 -1.29 -1.84
45 H 2.13 -1.34 0.99
46 H 0.66 -1.16 0.03
47 H 0.44 0.19 2.51
48 H -0.49 0.03 1.03
49 H -1.59 1.79 1.60
50 H -0.27 2.75 1.04
51 H -0.46 1.85 3.96
52 H -1.35 3.24 3.37
53 H 0.39 3.27 3.34

## Properties
Lowest unoccupied orbital energy, hartree: -0.086
ΔE to the lowest compared entry with this formula, charge and spin, eV: 0.000
Net charge: +1
HOMO, eV: -12.04

---

Entry 3:
C15H33N3O30S6 | ωB97M-V/def2-TZVPD

Atoms and positions in Å:
1 C 0.09 -4.24 -2.80
2 N -0.75 -5.24 -3.52
3 O -0.89 -6.36 -2.95
4 O -1.28 -4.94 -4.60
5 H 1.11 -4.61 -2.94
6 H -0.12 -4.27 -1.73
7 H 0.02 -3.22 -3.17
8 C 0.60 -3.65 2.63
9 N 0.64 -4.72 1.61
10 O 0.81 -4.40 0.40
11 O 0.37 -5.86 1.95
12 H 1.46 -2.99 2.47
13 H 0.56 -4.13 3.60
14 H -0.30 -3.07 2.43
15 C 0.91 -1.26 -0.13
16 N -0.16 -0.39 0.34
17 O -0.28 0.70 -0.25
18 O -0.90 -0.82 1.22
19 H 0.76 -2.24 0.32
20 H 1.88 -0.77 -0.06
21 H 0.68 -1.45 -1.18
22 C 3.25 2.89 -4.82
23 C 4.25 2.26 -3.86
24 O 3.71 1.10 -3.25
25 S 2.05 0.89 -3.66
26 O 1.20 1.49 -2.62
27 O 1.89 -0.52 -4.11
28 O 2.15 1.94 -4.95
29 H 3.66 2.99 -5.82
30 H 2.83 3.84 -4.50
31 H 4.55 2.87 -3.01
32 H 5.09 2.00 -4.50
33 C 1.26 3.26 0.62
34 C -0.06 4.08 0.44
35 O 0.36 5.33 -0.07
36 S 2.04 5.55 -0.12
37 O 2.37 6.88 0.43
38 O 2.43 5.29 -1.51
39 O 2.18 4.27 0.93
40 H 1.68 2.84 -0.29
41 H 1.20 2.50 1.40
42 H -0.44 4.29 1.44
43 H -0.74 3.51 -0.20
44 C -1.35 -1.32 5.21
45 C -2.53 -1.88 4.41
46 O -2.34 -3.27 4.43
47 S -2.16 -3.70 6.06
48 O -1.44 -4.95 6.18
49 O -3.45 -3.48 6.83
50 O -1.19 -2.33 6.18
51 H -1.60 -0.32 5.56
52 H -0.48 -1.16 4.56
53 H -2.49 -1.69 3.34
54 H -3.48 -1.57 4.84
55 C -4.30 -1.14 0.12
56 C -4.12 -0.60 -1.24
57 O -5.07 0.34 -1.53
58 S -5.51 1.10 -0.22
59 O -6.93 1.44 -0.23
60 O -4.56 2.18 0.09
61 O -5.12 -0.14 0.77
62 H -3.32 -1.16 0.61
63 H -4.83 -2.09 0.22
64 H -4.02 -1.37 -2.00
65 H -3.19 -0.04 -1.19
66 C -3.76 1.53 -4.14
67 C -2.72 2.36 -3.29
68 O -1.89 1.32 -2.79
69 S -1.64 0.08 -3.86
70 O -1.34 -1.14 -3.10
71 O -0.82 0.45 -5.00
72 O -3.22 0.20 -4.32
73 H -3.87 2.04 -5.10
74 H -4.69 1.47 -3.58
75 H -3.23 2.88 -2.49
76 H -2.11 3.06 -3.87
77 C 4.99 1.94 3.94
78 C 5.04 0.47 4.21
79 O 4.97 -0.19 2.94
80 S 3.88 0.66 2.03
81 O 2.51 0.25 2.28
82 O 4.34 0.70 0.62
83 O 4.14 2.12 2.89
84 H 5.98 2.34 3.73
85 H 4.78 2.63 4.75
86 H 4.13 0.16 4.71
87 H 5.90 0.22 4.83

## Properties
Lowest unoccupied orbital energy (alpha / beta), hartree: -0.156 / -0.394
2S+1: 2
Net charge: +1
HOMO (alpha / beta), eV: -12.51 / -12.51

---

Entry 4:
C15H34CrF6O7P3Si4Te2 | ωB97M-V/def2-TZVPD

Atoms and positions in Å:
1 Cr 1.85 -2.66 6.25
2 O -0.34 -0.16 7.46
3 P 0.57 -0.97 8.56
4 O 0.85 0.01 9.62
5 O 1.84 -1.55 7.87
6 O -0.47 -2.14 8.94
7 P -0.87 -3.34 7.84
8 O -2.28 -2.89 7.13
9 O -1.14 -4.70 8.54
10 O 0.10 -3.29 6.69
11 H -0.13 0.80 7.51
12 H -2.96 -3.22 7.77
13 Te -2.13 -0.34 1.36
14 C -2.48 1.80 1.26
15 C -3.76 2.38 1.19
16 C -3.93 3.76 1.13
17 C -2.78 4.63 1.18
18 C -1.51 4.03 1.22
19 C -1.40 2.65 1.17
20 H -4.58 1.70 1.15
21 H -4.90 4.22 1.22
22 H -2.87 5.70 1.07
23 H -0.58 4.61 1.34
24 H -0.38 2.33 1.14
25 F 3.96 -0.43 2.64
26 P 3.75 -1.15 4.02
27 F 3.44 0.20 4.84
28 F 3.82 -2.61 3.30
29 F 5.29 -1.18 4.25
30 F 3.67 -2.10 5.62
31 F 2.12 -1.45 4.04
32 C -2.30 2.02 -1.84
33 Si -1.63 0.54 -2.83
34 C -1.72 1.25 -4.68
35 C -2.98 -0.83 -2.79
36 Si 0.65 -0.22 -2.60
37 Te 1.14 -0.46 -0.17
38 Si 0.60 -2.34 -3.52
39 C 2.39 -2.85 -3.91
40 C -0.03 -3.68 -2.32
41 C -0.28 -2.80 -5.10
42 Si 1.85 1.45 -3.25
43 C 3.60 1.15 -2.64
44 C 1.20 3.11 -2.53
45 C 1.76 1.68 -5.16
46 H -3.11 2.44 -2.45
47 H -1.50 2.73 -1.55
48 H -2.76 1.79 -0.96
49 H -2.73 1.09 -5.04
50 H -1.10 0.69 -5.36
51 H -1.52 2.32 -4.65
52 H -3.94 -0.39 -3.03
53 H -3.04 -1.21 -1.75
54 H -2.69 -1.72 -3.38
55 H 3.02 -2.25 -3.22
56 H 2.56 -2.59 -4.93
57 H 2.66 -3.90 -3.76
58 H 0.46 -3.67 -1.34
59 H -0.01 -4.64 -2.74
60 H -1.07 -3.39 -2.07
61 H 0.27 -2.74 -6.04
62 H -1.25 -2.36 -5.31
63 H -0.44 -3.91 -5.04
64 H 3.73 1.92 -1.88
65 H 4.35 1.17 -3.41
66 H 3.71 0.25 -2.08
67 H 1.11 3.25 -1.46
68 H 0.19 3.29 -2.97
69 H 1.88 3.87 -2.92
70 H 1.81 0.77 -5.76
71 H 2.56 2.38 -5.51
72 H 0.80 2.17 -5.35

## Properties
Lowest unoccupied orbital energy (alpha / beta), hartree: 0.144 / 0.123
ΔE to the lowest compared entry with this formula, charge and spin, eV: 1.572
2S+1: 6
Net charge: -2
HOMO (alpha / beta), eV: -2.02 / -2.41

---

Entry 5:
C15H34CrGeN2O6 | ωB97M-V/def2-TZVPD

Atoms and positions in Å:
1 Cr -0.71 0.05 -0.36
2 C 0.95 -3.65 1.78
3 C 1.13 -2.20 2.19
4 C 0.00 -1.75 3.10
5 C 2.47 -2.00 2.88
6 O 1.07 -1.39 1.00
7 Ge 2.27 -0.29 0.30
8 O 0.33 2.37 -0.43
9 C 0.84 3.60 -0.99
10 C 0.02 3.78 -2.26
11 C 2.32 3.46 -1.33
12 C 0.60 4.77 -0.05
13 O 1.18 -0.10 -1.19
14 C 1.06 -0.94 -2.37
15 C 2.19 -1.95 -2.43
16 C -0.29 -1.66 -2.28
17 C 1.08 -0.02 -3.58
18 H 0.95 -4.30 2.65
19 H 1.76 -3.97 1.11
20 H 0.00 -3.78 1.26
21 H 0.04 -2.29 4.05
22 H -0.97 -1.95 2.62
23 H 0.06 -0.68 3.28
24 H 2.55 -2.64 3.77
25 H 2.58 -0.96 3.20
26 H 3.29 -2.26 2.20
27 H 0.17 2.93 -2.93
28 H 0.32 4.69 -2.78
29 H -1.04 3.85 -2.01
30 H 2.49 2.53 -1.88
31 H 2.93 3.44 -0.43
32 H 2.64 4.30 -1.95
33 H -0.45 4.80 0.25
34 H 0.84 5.70 -0.56
35 H 1.22 4.72 0.84
36 H 2.17 -2.60 -1.56
37 H 3.15 -1.43 -2.46
38 H 2.11 -2.57 -3.33
39 H -0.27 -2.44 -1.52
40 H -0.56 -2.10 -3.24
41 H -1.11 -0.94 -2.08
42 H 1.98 0.60 -3.56
43 H 0.21 0.64 -3.57
44 H 1.07 -0.60 -4.50
45 O -0.28 1.08 1.25
46 C 0.69 1.93 0.87
47 O 2.04 1.34 0.89
48 H 0.78 2.78 1.53
49 C -5.37 -1.04 2.28
50 N -4.38 -0.25 1.57
51 C -3.50 -0.72 0.69
52 N -3.54 -2.05 0.40
53 O -2.66 0.05 0.17
54 H -5.89 -0.39 2.98
55 H -4.90 -1.84 2.85
56 H -6.11 -1.45 1.60
57 H -4.25 0.73 1.79
58 H -4.33 -2.61 0.66
59 H -2.99 -2.36 -0.38

## Properties
Lowest unoccupied orbital energy (alpha / beta), hartree: -0.087 / -0.187
ΔE to the lowest compared entry with this formula, charge and spin, eV: 0.115
2S+1: 6
Net charge: +1
HOMO (alpha / beta), eV: -11.55 / -12.14

---

Entry 6:
C15H34GaINO3S | ωB97M-V/def2-TZVPD

Atoms and positions in Å:
1 C 7.69 -1.87 -0.35
2 C 6.56 -2.68 0.30
3 S 5.47 -3.43 -0.93
4 C 4.33 -2.07 -1.31
5 Ga 2.71 -2.21 -0.05
6 N 1.95 -3.97 -0.17
7 I 0.89 -0.41 -0.62
8 H 7.30 -1.32 -1.20
9 H 8.47 -2.53 -0.67
10 H 8.11 -1.17 0.37
11 H 5.99 -2.07 0.99
12 H 6.99 -3.52 0.82
13 H 4.01 -2.23 -2.33
14 H 4.83 -1.11 -1.26
15 H 3.20 -1.93 1.45
16 H 1.32 -4.03 -0.96
17 H 2.69 -4.65 -0.30
18 C -3.11 2.55 -1.99
19 C -3.80 2.38 -0.64
20 C -2.63 2.00 0.26
21 O -1.48 2.66 -0.28
22 C -1.78 3.17 -1.57
23 H -3.66 3.17 -2.69
24 H -2.94 1.58 -2.45
25 H -4.23 3.33 -0.31
26 H -4.59 1.63 -0.64
27 H -2.45 0.92 0.24
28 H -2.77 2.31 1.29
29 H -1.85 4.27 -1.51
30 H -0.96 2.92 -2.25
31 C -2.12 -3.64 -3.96
32 C -2.76 -3.82 -2.59
33 C -1.58 -4.32 -1.76
34 O -0.42 -3.73 -2.33
35 C -0.73 -3.13 -3.59
36 H -2.66 -2.95 -4.61
37 H -2.04 -4.61 -4.47
38 H -3.10 -2.86 -2.21
39 H -3.60 -4.51 -2.58
40 H -1.48 -5.41 -1.82
41 H -1.64 -4.03 -0.71
42 H -0.73 -2.04 -3.46
43 H 0.03 -3.40 -4.31
44 C -1.87 4.98 5.28
45 C -0.76 4.59 4.31
46 C -1.34 3.35 3.64
47 O -2.76 3.54 3.63
48 C -3.11 4.64 4.46
49 H -1.84 6.02 5.59
50 H -1.83 4.35 6.17
51 H -0.61 5.38 3.57
52 H 0.20 4.39 4.79
53 H -1.12 2.45 4.21
54 H -0.99 3.21 2.62
55 H -3.41 5.49 3.83
56 H -3.97 4.36 5.08

## Properties
Lowest unoccupied orbital energy, hartree: 0.094
Net charge: -1
HOMO, eV: -3.96

---

Number 1: E_tot -13079.86581 a.u.. Number 2: E_tot -1249.28341 a.u.. Number 3: E_tot -5400.96513 a.u.. Number 4: E_tot -5481.06222 a.u.. Number 5: E_tot -4274.17183 a.u.. Number 6: E_tot -3493.12058 a.u..